1.
CH26Li2O16P | wB97M-V/def2-TZVPD

Positions of all 46 atoms, in Å:
Li 1.554 1.215 -2.261
Li -0.350 -1.622 -2.264
P 0.333 -0.051 -0.496
O -0.650 0.529 0.538
O 0.316 -1.630 -0.409
O 1.769 0.519 -0.406
O -0.064 0.219 -1.943
O 0.547 2.866 -2.964
H -0.366 2.666 -2.760
H 0.516 3.728 -3.381
O -1.482 -3.367 0.258
H -0.804 -2.819 -0.136
H -1.892 -2.805 0.916
O 3.376 2.497 -0.302
H 2.799 1.743 -0.181
H 2.816 3.256 -0.140
O 0.795 -2.268 2.359
H 0.005 -1.877 2.732
H 0.696 -2.153 1.414
O -0.571 3.001 -0.266
H -0.492 2.062 -0.100
H -0.016 3.410 0.398
O -0.276 1.923 2.555
H -0.355 1.417 1.747
H -1.047 2.491 2.559
O -3.037 0.907 -0.299
H -3.461 0.056 -0.185
H -2.131 0.762 -0.029
O -2.120 1.693 -2.798
H -2.534 1.752 -1.937
H -1.528 0.944 -2.728
O -3.027 2.732 1.762
H -3.006 3.576 1.311
H -2.887 2.086 1.070
O 3.913 -0.892 -0.019
H 3.499 -1.733 -0.216
H 3.204 -0.253 -0.090
O -1.688 -0.999 2.356
H -1.249 -0.516 1.655
H -2.609 -1.012 2.098
C 1.953 -4.350 0.257
O 2.435 -3.152 -0.326
H 2.042 -4.348 1.344
H 0.906 -4.425 -0.034
H 2.471 -5.214 -0.159
H 1.696 -2.565 -0.503

Summary:
LUMO ... 1.25 eV
Energy above the lowest of the compared OMol25 structures with the same formula, charge and spin ... 0.00 kJ/mol
Orbital gap ... 7.9 eV
Charge ... -1


2.
CH28F3NaO17S | wB97M-V/def2-TZVPD

Positions of all 51 atoms, in Å:
Na 4.066 1.148 -2.885
C 0.375 -0.760 -0.786
F 1.114 -1.846 -0.572
F 0.193 -0.663 -2.123
F -0.812 -0.947 -0.241
S 1.262 0.800 -0.192
O 1.830 0.438 1.092
O 2.290 0.936 -1.237
O 0.334 1.917 -0.274
O -2.434 -0.121 -2.616
H -3.317 -0.480 -2.785
H -1.871 -0.516 -3.289
O -0.695 3.625 2.291
H -0.315 3.059 2.975
H -1.136 3.004 1.702
O -2.258 -3.658 1.218
H -3.102 -4.097 1.061
H -1.760 -3.774 0.395
O 3.839 -1.264 2.204
H 3.333 -0.821 1.507
H 3.271 -1.206 2.979
O -0.733 4.491 -0.818
H -0.256 3.788 -0.344
H -0.315 5.306 -0.523
O -0.475 2.431 -3.617
H -0.540 1.806 -4.346
H -0.596 1.900 -2.818
O -1.004 -4.229 -1.276
H -0.694 -4.903 -1.893
H -0.799 -3.388 -1.699
O 3.247 2.484 2.584
H 3.520 2.993 1.815
H 2.737 1.741 2.220
O 1.730 -5.129 -0.154
H 1.153 -4.421 0.159
H 2.623 -4.790 -0.037
O -0.418 0.804 3.007
H -0.801 -0.033 3.285
H 0.395 0.567 2.529
O -3.541 -1.160 1.700
H -3.072 -2.020 1.710
H -3.213 -0.633 0.946
O 0.294 -1.914 2.418
H 0.513 -2.850 2.496
H -0.586 -1.905 2.011
O 2.307 3.556 -2.850
H 1.809 2.913 -2.328
H 1.625 4.024 -3.347
O -3.286 1.051 -0.189
H -3.226 2.011 -0.253
H -2.608 0.733 -0.812

Summary:
LUMO ... -2.03 eV
Orbital gap ... 8.0 eV


3.
CH29O14 | wB97M-V/def2-TZVPD

Positions of all 44 atoms, in Å:
C -0.256 0.244 0.338
O -1.217 0.310 -0.703
H 0.559 0.934 0.310
H 0.138 -0.757 0.254
H -0.858 0.261 1.283
O 3.352 -0.108 -0.733
H 3.972 -0.685 -0.222
H 2.659 -0.646 -1.006
O 1.499 -1.793 -2.124
H 2.307 -2.296 -2.391
H 1.039 -2.513 -1.813
O -2.128 -2.014 -1.018
H -1.996 -2.205 -1.947
H -1.759 -1.158 -0.916
O 0.426 0.717 -2.678
H 0.741 -0.074 -3.078
H -0.132 0.503 -1.954
O -1.965 0.710 -3.959
H -2.737 0.933 -3.506
H -1.185 0.684 -3.361
O 1.384 -2.599 1.424
H 1.835 -1.791 1.457
H 0.520 -2.266 1.153
O -1.304 3.047 -1.487
H -1.142 3.567 -0.727
H -1.073 2.206 -1.200
O -3.358 1.388 0.544
H -3.980 0.647 0.628
H -2.546 1.168 0.079
O 1.697 2.883 -0.913
H 1.892 1.963 -0.832
H 1.483 3.174 -0.044
O 2.741 0.112 2.053
H 3.070 0.255 1.200
H 3.590 0.105 2.518
O -2.001 -0.219 3.463
H -1.538 0.422 2.942
H -2.076 -1.004 2.923
O -1.477 -2.541 1.790
H -1.429 -2.828 0.868
H -1.298 -3.276 2.348
O 0.590 1.487 3.236
H 0.669 0.934 2.513
H 1.292 2.120 3.289

Summary:
LUMO ... 2.02 eV
Energy above the lowest of the compared OMol25 structures with the same formula, charge and spin ... 141.86 kJ/mol
Orbital gap ... 7.5 eV
Charge ... -1


4.
CH2BF3O2 | wB97M-V/def2-TZVPD

Positions of all 9 atoms, in Å:
O -0.365 0.479 1.067
B -1.061 0.114 -0.016
O -0.671 -0.398 -1.199
C -2.908 -0.043 0.028
F -3.393 -1.260 0.122
F -3.457 0.763 1.023
F -3.310 0.461 -1.112
H 0.494 0.510 0.814
H 0.259 -0.664 -1.209

Summary:
SMILES string ... OB(O)C(F)(F)F
LUMO ... -0.12 eV
Energy above the lowest of the compared OMol25 structures with the same formula, charge and spin ... 49.97 kJ/mol
Orbital gap ... 11.0 eV


5.
CH2BN | wB97M-V/def2-TZVPD

Positions of all 5 atoms, in Å:
B 0.283 0.602 -0.118
C 0.419 -0.478 0.850
N 0.484 -1.382 1.569
H 0.383 1.461 -0.913
H -1.569 -0.202 -1.388

Summary:
LUMO (spin up / spin down) ... -2.02 / -2.02 eV
Energy above the lowest of the compared OMol25 structures with the same formula, charge and spin ... 409.43 kJ/mol
Orbital gap (spin up / spin down) ... 6.8 / 6.8 eV


6.
CH2BNO | wB97M-V/def2-TZVPD

Positions of all 6 atoms, in Å:
B -0.226 0.179 -0.085
C 1.234 0.165 -0.170
N 2.492 0.194 -0.009
O -1.012 -0.901 -0.071
H -0.597 1.157 0.226
H -1.891 -0.794 0.109

Summary:
LUMO (spin up / spin down) ... 0.12 / -4.42 eV
Energy above the lowest of the compared OMol25 structures with the same formula, charge and spin ... 0.00 kJ/mol
Orbital gap (spin up / spin down) ... 7.4 / 7.5 eV
Spin multiplicity ... 3


7.
CH2Br2NO | wB97M-V/def2-TZVPD

Positions of all 7 atoms, in Å:
C 0.217 -0.489 -0.635
N -0.799 -0.094 0.128
O -1.005 1.145 0.420
Br -0.174 -2.303 -1.354
Br 2.293 -0.988 0.279
H 0.476 0.193 -1.334
H -1.119 -0.962 0.561

Summary:
LUMO (spin up / spin down) ... 3.28 / 3.28 eV
Energy above the lowest of the compared OMol25 structures with the same formula, charge and spin ... 67.56 kJ/mol
Orbital gap (spin up / spin down) ... 6.3 / 6.3 eV
Charge ... -1


8.
CH2BrCl2P | wB97M-V/def2-TZVPD

Positions of all 7 atoms, in Å:
C -0.293 0.391 -0.215
P 0.523 1.879 -0.887
Cl 0.037 3.217 0.519
Cl 2.336 1.237 -0.202
Br -2.775 0.791 -0.113
H -0.314 -0.472 -0.864
H -0.191 0.185 0.844

Summary:
LUMO (spin up / spin down) ... -1.71 / -1.71 eV
Energy above the lowest of the compared OMol25 structures with the same formula, charge and spin ... 102.73 kJ/mol
Orbital gap (spin up / spin down) ... 8.6 / 8.6 eV


9.
CH2BrF2P | wB97M-V/def2-TZVPD

Positions of all 7 atoms, in Å:
F 1.898 1.994 0.528
C 1.342 0.848 0.282
F 0.537 0.557 1.292
P 0.198 1.126 -1.521
Br 0.194 -0.838 -2.433
H 1.948 0.084 0.029
H -1.032 1.003 -0.980

Summary:
SMILES string ... FC(F)PBr
LUMO ... 0.47 eV
Energy above the lowest of the compared OMol25 structures with the same formula, charge and spin ... 46.43 kJ/mol
Orbital gap ... 9.8 eV


10.
CH2BrFO | wB97M-V/def2-TZVPD

Positions of all 6 atoms, in Å:
F -1.052 1.004 -0.633
C -0.533 0.167 0.267
O 0.509 -0.835 -0.566
Br 2.237 -0.486 -0.489
H -1.366 -0.556 0.535
H 0.205 0.706 0.886

Summary:
SMILES string ... FCOBr
LUMO ... 0.07 eV
Energy above the lowest of the compared OMol25 structures with the same formula, charge and spin ... 252.41 kJ/mol
Orbital gap ... 9.8 eV


11.
CH2BrN3 | wB97M-V/def2-TZVPD

Positions of all 7 atoms, in Å:
H -0.079 1.968 1.168
N -0.900 1.370 1.071
N -0.922 0.808 0.001
Br -2.717 -0.121 -0.126
C 0.139 -2.479 -0.275
N 0.828 -2.746 0.572
H -0.543 -2.250 -1.038

Summary:
SMILES string ... [H]/N=N/Br.C#N
LUMO ... -0.53 eV
Energy above the lowest of the compared OMol25 structures with the same formula, charge and spin ... 276.68 kJ/mol
Orbital gap ... 9.9 eV


12.
CH2BrN3 | wB97M-V/def2-TZVPD

Positions of all 7 atoms, in Å:
C 0.036 -0.394 1.262
N 0.297 -1.584 0.834
N 0.301 0.346 0.158
N 0.553 -0.950 -0.418
Br -2.489 2.572 -0.861
H -0.238 1.077 -0.293
H 1.541 -1.067 -0.681

Summary:
LUMO (spin up / spin down) ... -1.28 / -4.25 eV
Energy above the lowest of the compared OMol25 structures with the same formula, charge and spin ... 654.28 kJ/mol
Orbital gap (spin up / spin down) ... 8.5 / 5.5 eV


Quick rundown of total energy, same order as above: -1614.3613, -2194.1251, -1108.8598, -514.3231, -118.7050, -193.9870, -5317.2940, -3875.0538, -3154.3715, -2788.3246, -2777.4878, -2777.3440 a.u.